# 1
A 2-piece molecular cluster, C3H8NO2 overall, computed with ωB97M-V/def2-TZVPD.

Geometry (Å):
O  -1.1525  0.5661  0.6642
C  -1.8103  1.4931  1.0537
O  -1.8339  2.6347  0.4004
H  -2.4259  1.4592  1.9546
H  -2.4105  3.3052  0.8138
C  1.5468  -0.2153  0.0308
C  0.8343  -2.1487  -1.2486
N  0.5835  -1.0277  -0.7108
H  1.2553  -0.2608  1.0778
H  1.4389  0.8244  -0.2725
H  2.5307  -0.6353  -0.1356
H  1.8223  -2.5773  -1.1527
H  0.0288  -2.6603  -1.7567
H  -0.4076  -0.7572  -0.7184

- ΔE to the lowest compared entry with this formula, charge and spin: 112.44 kJ/mol
- Orbital gap: 10.330 eV
- Max |F|: 0.84 eV/A
- Total charge: +1

Here are the Mulliken charges for atoms 1 to 4, given in e: -0.537 0.231 -0.408 0.291

=====

# 2
C15H16ClFeN as an isolated structure in a non-equilibrium geometry, computed with ωB97M-V/def2-TZVPD.

Geometry (Å):
C  2.4842  -1.1250  -0.1752
C  2.6038  0.1750  0.4130
C  2.3752  1.1582  -0.6139
C  2.0817  0.4591  -1.8334
C  2.1679  -0.9558  -1.5683
Fe  0.7425  -0.0531  -0.4124
C  1.3883  -1.5074  3.3167
C  1.0319  -2.7826  3.2180
C  0.3033  -3.7672  2.7139
N  -0.3163  -0.8990  -1.2234
H  2.4267  2.2382  -0.4909
H  2.8457  0.3753  1.4493
H  1.8735  0.9188  -2.7931
H  2.0646  -1.7581  -2.2895
H  2.6611  -2.0680  0.3275
H  2.4312  -1.1879  3.3986
H  -0.9747  -1.4806  -1.7276
H  0.6284  -0.7225  3.4004
H  0.2450  -4.7442  3.2083
H  -0.2635  -3.6413  1.7781
Cl  -3.0672  -0.3674  1.1658
C  -2.6687  0.6933  -0.1252
C  -3.5726  0.8873  -1.1576
C  -3.2635  1.7685  -2.2038
C  -2.1009  2.5382  -2.1482
C  -1.2356  2.4222  -1.0713
C  -1.4423  1.4175  -0.0927
C  -0.3618  1.0847  0.8289
H  -4.5160  0.3491  -1.1331
H  -3.9457  1.8639  -3.0448
H  -1.8783  3.2550  -2.9404
H  -0.3567  3.0662  -0.9724
H  0.2325  1.9561  1.1339
H  -0.6236  0.4333  1.6649

- ΔE to the lowest compared entry with this formula, charge and spin: 21.23 kJ/mol
- Orbital gap (spin up / spin down): 2.543 / 5.892 eV
- ⟨S²⟩: 6.050
- Max |F|: 6.77 eV/A
- Spin multiplicity: 5
- Total charge: -2

Here are the Mulliken charges for atoms 1 to 4, given in e: -0.162 -0.559 -0.604 -0.193

=====

# 3
The molecule C6H12O in a non-equilibrium geometry, computed with ωB97M-V/def2-TZVPD.

Geometry (Å):
C  0.1922  0.3700  2.3443
C  0.9486  0.4458  1.0219
C  0.1191  1.0440  -0.0745
C  0.5264  0.8400  -1.5167
C  -0.6767  0.1639  -0.9308
C  -0.6181  -1.5932  -0.6564
O  -1.4140  -1.4853  -1.8563
H  -0.1358  1.3649  2.6691
H  0.8226  -0.0501  3.1341
H  -0.6983  -0.2622  2.2470
H  1.2411  -0.5652  0.7042
H  1.8611  1.0408  1.1294
H  -0.3891  1.9704  0.1714
H  0.4488  1.6660  -2.2277
H  1.3817  0.1953  -1.6773
H  -1.6274  0.6451  -1.2912
H  0.0277  -2.5321  -0.8327
H  -1.2662  -1.9587  0.1656
H  -0.7435  -1.2995  -2.5233

- ΔE to the lowest compared entry with this formula, charge and spin: 415.04 kJ/mol
- Orbital gap: 9.632 eV
- Max |F|: 4.26 eV/A
- SMILES: CC[C@H]1C[C@H]1CO

Here are the Mulliken charges for atoms 1 to 4, given in e: -1.197 -0.540 -0.164 -0.736